{"formula": "C56H142N10O18", "method": "ωB97M-V/def2-TZVPD", "e_lumo_ha": 0.0167, "de_lowest_kj_mol": 346.3, "homo_ev": -8.08, "orbital_gap_ev": 8.5342, "energy_ha": -4120.1259, "species": ["H", "C", "H", "H", "H", "O", "H", "H", "C", "N", "C", "O", "H", "H", "C", "H", "H", "N", "H", "C", "C", "H", "H", "H", "H", "O", "H", "O", "H", "H", "H", "H", "H", "O", "C", "C", "C", "H", "C", "H", "H", "C", "C", "H", "H", "C", "N", "C", "O", "H", "H", "O", "H", "H", "H", "H", "C", "H", "H", "H", "H", "H", "C", "H", "H", "H", "H", "H", "H", "H", "H", "C", "N", "H", "C", "H", "H", "H", "H", "C", "H", "C", "H", "C", "H", "H", "H", "H", "O", "C", "O", "H", "N", "C", "H", "H", "H", "H", "H", "H", "H", "C", "H", "H", "C", "O", "H", "H", "H", "C", "H", "C", "C", "H", "H", "H", "C", "H", "C", "H", "H", "C", "C", "C", "H", "H", "O", "H", "H", "H", "C", "C", "C", "H", "O", "H", "H", "H", "H", "C", "H", "H", "H", "H", "H", "H", "H", "H", "C", "C", "H", "O", "H", "N", "O", "C", "H", "C", "H", "O", "H", "H", "C", "C", "H", "H", "N", "H", "O", "H", "H", "H", "O", "H", "O", "H", "H", "H", "H", "N", "C", "H", "H", "H", "H", "C", "H", "H", "H", "H", "C", "H", "H", "H", "H", "C", "H", "H", "H", "H", "C", "C", "H", "C", "N", "H", "H", "H", "H", "H", "C", "H", "C", "H", "H", "H", "C", "C", "C", "H", "C", "H", "N", "H", "H", "H"], "coordinates": [[2.0910, 5.1124, -2.9997], [-1.3652, 9.6194, -2.0005], [5.0775, 1.5142, 0.8207], [0.8490, -2.6164, 3.5733], [1.2664, 0.5698, 1.3623], [1.1489, 5.7096, -1.2071], [-0.5017, 3.3026, -5.2181], [-2.4194, 9.6852, -2.2859], [-1.9288, -1.5991, 6.9314], [-1.4732, -0.9162, 5.7275], [6.3747, -5.8384, 2.7337], [4.1224, 0.5838, -1.5362], [3.2368, 3.5579, 4.7050], [-1.4174, 1.6909, -2.3988], [0.2327, 0.8607, 1.1455], [-3.5041, -2.5355, 3.5036], [-5.4508, -1.6275, 8.7789], [5.4723, -4.7586, 2.3477], [2.7690, 2.0467, -5.7888], [8.9478, -7.8213, 1.1136], [-0.0005, 5.6634, -3.2608], [-1.2862, 0.3995, -0.2191], [-3.3382, 1.3002, -4.5635], [-3.1323, 3.7304, -6.9700], [1.7916, -0.5778, 7.3004], [-1.5088, -2.8510, 3.1727], [-7.7305, -3.9135, 2.5610], [-0.4917, 9.8303, -3.0985], [-0.0643, 9.4178, -4.9636], [-1.9312, 2.8809, -3.5201], [0.9506, 0.5135, 5.0453], [1.0762, 4.2471, 5.4325], [5.2420, -0.1014, 8.3734], [7.9962, -7.4127, 2.0874], [-5.5688, -3.6345, 2.2802], [1.8944, -3.0661, -4.0258], [1.6795, 2.0338, -5.6484], [-1.9325, 7.4233, -3.5375], [1.0397, 3.1281, -6.5009], [-3.2630, 0.0615, 7.5214], [-5.3963, -1.1632, 1.6601], [-0.3296, -1.7302, -1.3849], [7.2500, -6.3112, 1.5812], [-7.1898, -2.2555, 2.5092], [-3.6045, 3.8370, 2.8519], [2.9606, 3.6038, 3.6457], [3.3246, 2.5921, 1.4708], [4.5738, -4.4178, 3.4648], [1.7021, -7.4232, -9.2680], [3.2361, 4.5839, 3.2446], [-2.0525, -0.3378, 3.7347], [1.5443, 3.4833, 3.5430], [-3.9213, 1.5966, 3.6995], [3.6966, 0.5684, 1.0685], [-0.6032, -0.5917, 2.5991], [0.7081, -3.1135, 1.9012], [1.4227, -2.7612, 2.6486], [-1.4290, -1.6890, -1.3478], [-3.9130, 2.6966, -4.9405], [-2.0789, -2.6695, 6.7481], [2.4918, 1.7881, -0.8506], [-9.3332, -3.7077, 0.7324], [-0.8889, 9.1737, -4.2957], [4.0499, -2.5451, 2.4062], [1.5354, -3.1342, 5.4132], [-0.1637, -1.3743, -2.4135], [2.6640, 0.8163, 4.8296], [-0.2221, 4.2175, 4.1518], [-0.9140, 5.4750, -2.6693], [-6.4745, -0.7412, -0.1096], [1.1006, 5.4121, 4.1700], [1.4094, -7.7926, -7.9382], [0.1405, 7.0468, -3.5856], [-0.1563, 5.0037, -4.1229], [3.9940, 1.5648, 0.6906], [0.9407, 3.9894, -2.2922], [0.1068, 2.7843, 1.9361], [0.9400, -2.5635, -4.1826], [-0.5385, 5.2222, -6.8911], [1.5540, 1.1579, -3.4971], [-4.6538, 4.2992, -5.0988], [3.5781, 1.6401, -0.7808], [3.0209, 5.3022, -0.4771], [-5.9119, -0.7142, -1.0450], [1.3679, 1.4136, -2.4579], [-0.5339, -1.2621, 5.5258], [1.8059, -3.8958, -3.3197], [2.0521, -5.8271, -10.4721], [-3.3580, -1.4993, 8.8309], [-3.5714, 0.8371, -3.5983], [2.4137, -3.7491, 2.7944], [-3.8385, 4.4016, 0.3929], [1.2548, -2.1878, 5.1642], [-0.6809, 0.4587, 2.2875], [-6.5101, -1.1958, -1.8174], [5.2190, -4.2080, 4.3255], [-1.2603, 7.1768, -5.0796], [0.8809, 0.3898, -3.8864], [1.5668, 4.0754, -6.2979], [4.1336, -3.5753, -7.3678], [3.7153, -0.6609, 9.0307], [0.8324, 4.3656, 4.3707], [2.3284, 2.5634, 1.3073], [0.2586, 0.9704, -0.9530], [-2.2837, 3.5257, -1.4759], [1.4229, 2.3404, -4.2921], [3.5563, -2.6565, 4.1230], [1.1043, -8.8395, -7.9645], [6.6236, -6.5469, 0.7170], [-8.6527, -2.9224, 0.3883], [-1.1807, 3.9100, -7.9589], [-0.1954, 0.3141, -0.2065], [-7.0408, -3.2394, 2.0418], [7.9692, -5.5172, 1.3581], [5.8765, -6.7433, 3.1146], [-2.6423, -4.2178, 2.0786], [-1.7216, -4.1554, 2.6752], [4.0187, -5.9852, -8.9379], [-3.3033, 3.1247, 2.0719], [3.1699, 1.5819, 3.3036], [-4.6909, -1.6983, 10.3426], [1.9125, -6.0337, -9.4112], [4.0088, -4.4399, -6.6981], [1.9814, 5.0379, -0.2669], [-1.1842, 10.3981, -1.2599], [2.5745, -2.2932, -3.6455], [-7.3097, -3.2845, 0.6578], [-0.9325, -4.3881, 1.9606], [4.7239, 2.4230, 3.0435], [4.0433, -1.3726, -1.9973], [1.8635, 0.0955, 4.6224], [-1.0378, 4.2471, -6.9300], [-3.8861, -1.0404, 0.1407], [3.9658, 2.5625, -1.2193], [2.3249, -3.4534, -5.3100], [-3.7351, 0.0423, 0.2325], [-3.0560, 4.2393, -1.7869], [3.3013, -4.4251, -9.1603], [-1.7444, 0.6309, 2.0937], [-2.1973, 2.4465, -2.5424], [-3.7339, -1.3455, 2.2332], [-3.3884, 2.2852, -0.2985], [-5.5390, -4.6960, 2.0152], [-4.1121, -1.3790, 6.9390], [-1.7615, -4.8525, 3.5174], [0.6070, -7.2003, -7.4866], [1.3324, 1.0487, -5.9741], [8.4688, -8.0191, 0.1492], [3.6510, 2.4828, 2.8789], [2.6445, -1.0321, 6.7781], [-1.0957, 8.6499, -1.5691], [3.8611, -0.3389, 6.9361], [4.9323, -5.0129, -6.7397], [2.9170, -5.2505, -7.2607], [-3.4288, 1.7743, -2.5634], [-2.3063, -1.0220, 4.5425], [9.6840, -7.0280, 0.9561], [1.1346, 5.0570, -2.4605], [1.0121, -5.5095, -9.0626], [-4.3523, 2.2163, 1.7856], [-3.3027, -0.7104, 4.8844], [1.7309, 5.5226, 0.6809], [-3.2295, -1.0334, 7.4899], [-4.4297, -1.6387, 1.4446], [-2.8986, -0.0176, -3.4523], [-5.7469, 0.3388, -1.3074], [-2.5689, 2.8756, -0.1896], [-1.1518, -1.5347, 7.6911], [0.2851, -0.9978, -0.3758], [3.8088, -4.6866, -4.5947], [1.7742, -1.7827, 2.3069], [0.6834, 7.6002, -2.9431], [-4.6501, -1.3461, -1.0192], [1.0370, -2.3108, 4.1757], [-2.5632, 4.1969, -5.0161], [6.9800, -5.4462, 3.5554], [-0.4565, 1.0200, 3.1997], [-1.3312, 4.0521, -1.3797], [2.2573, -7.7357, -7.2534], [0.1616, 2.3347, 1.0314], [4.1590, -0.0074, 8.2731], [-2.1807, 4.6255, 0.9970], [2.7650, -2.0268, 7.2316], [9.4058, -8.7414, 1.4673], [3.2378, -1.5788, 4.8256], [-1.0318, 7.6755, -4.1278], [2.5863, 0.8038, -3.5962], [-1.8523, 9.5598, -4.6448], [-2.8560, 5.3934, -6.6824], [-5.6640, 1.7478, 3.3304], [3.6752, -3.2126, 3.1853], [-2.7394, -3.1382, 4.8747], [2.0437, -4.7382, -7.1911], [-4.7600, 0.4079, 2.6274], [-8.9118, -1.9758, 0.8699], [3.6345, -0.7023, -1.2404], [1.7961, 0.0228, 3.5370], [-3.9844, 3.7517, -3.5423], [1.7753, 3.9785, -0.1322], [3.9352, -1.0818, -0.2596], [3.1158, -5.4118, -8.7082], [-2.9674, 3.8911, 0.8191], [2.5425, -0.7632, -1.3055], [2.3290, -1.1860, 5.2963], [-4.6356, -3.0804, 1.2784], [4.8241, -5.2055, 1.6949], [-2.8873, -1.4351, -0.0499], [-5.3325, -3.4426, 3.3237], [-0.6831, 2.6230, 0.5190], [3.8503, 1.0194, 8.4914], [-2.5459, -2.4469, 4.0438], [3.9850, -5.2817, 3.7912], [3.6727, -3.8813, -5.3250], [-4.5835, 0.4413, -3.5817], [-0.0605, -2.7841, -1.3568], [-2.3993, 2.6511, 2.4682], [-4.6852, 1.4546, 2.9343], [-2.4757, 4.4011, -6.4017], [-4.6229, -1.2150, 9.3685], [4.3313, -3.0412, -5.0922], [-3.8422, 3.7446, -4.6201], [1.2642, 2.9652, -7.5593], [-0.3782, 3.1665, -6.2150], [-8.7480, -2.8342, -0.6925], [-5.1142, -3.1983, 0.3905], [-4.7458, -0.1319, 9.4756]], "mulliken_charge": [0.742, -0.479, 0.494, -0.059, -1.070, -0.469, -0.592, 0.293, -0.582, 0.109, -0.677, -0.494, 0.595, -0.104, 1.937, -1.210, 0.297, -0.307, 0.408, -0.709, 0.244, 0.039, 0.401, 0.580, 0.443, 0.421, 0.562, -0.395, 0.357, 0.417, 0.169, 0.293, 0.249, -0.289, -0.606, -0.533, -0.780, 0.207, -0.682, 0.350, 0.298, 0.162, -0.339, 0.311, 0.623, -1.316, 0.009, -1.420, -0.372, 0.465, -1.033, 0.428, 0.351, -0.625, 0.354, 0.066, 0.697, -0.249, 0.403, 0.178, -0.769, 0.335, -0.706, 0.044, 0.418, -0.626, 0.984, 0.156, 0.060, 0.185, 0.299, -0.622, -0.159, -0.269, 0.084, -0.478, -0.409, 0.233, 0.333, -0.043, 0.525, 0.715, 0.350, -0.464, -1.006, -0.119, 0.368, 0.328, -0.331, -0.668, -0.542, 0.617, -0.233, 0.209, 0.283, 0.550, -0.082, 0.454, 0.280, 0.345, 0.342, -0.926, -0.522, -0.899, -1.245, -0.077, -0.457, 0.256, 0.324, -0.882, 0.476, 0.608, -0.716, 0.304, 0.271, 0.076, -0.868, 0.375, 0.063, -0.102, 0.262, -0.640, -0.781, -0.511, 0.258, 0.130, -0.297, 0.275, 0.613, 0.332, -0.955, -0.512, 1.742, 0.376, -0.421, -0.799, 0.560, 0.521, -0.723, 0.453, -1.028, 0.066, 0.398, 0.315, 0.361, 0.278, 0.438, 0.295, -0.250, -1.598, 0.085, -0.332, 0.315, -0.070, -0.555, -0.135, 0.298, 0.121, 0.387, -0.418, 0.317, 0.219, -0.505, 0.258, 0.127, 0.167, -0.086, 0.453, 0.163, 0.337, -0.439, 0.416, -0.585, -0.220, 0.216, 0.307, 0.512, 0.275, 0.233, 1.127, -0.834, 0.302, 0.543, 0.246, -0.174, 0.046, 0.599, 0.386, 0.245, 0.409, 0.854, 0.501, 0.134, -0.343, 0.367, -0.414, -0.689, -0.030, 0.126, 0.313, -0.731, -1.009, -0.036, 1.959, -0.199, 0.275, -0.594, 0.204, -1.036, 0.273, 0.950, 0.371, -0.402, 0.278, 0.495, -0.173, -0.222, -0.921, -0.710, 0.341, -1.038, 0.469, 0.013, 0.256, 0.580, 0.283]}